A cluster of 2 separate species, C7H14O in total, computed with wB97M-V/def2-TZVPD.

Properties
Frontier orbital gap ... 9.7 eV
Relative energy (zero: lowest compared OMol25 entry of this formula, charge and spin) ... 2.375 eV
Lowest unoccupied orbital energy ... 0.9 eV
SMILES string ... C=CC(=C)CCC.O

Element x y z (Å)
C: -1.03 2.61 -0.92
C: 0.00 2.30 -0.13
C: 0.44 0.90 0.10
C: 1.71 0.64 -0.24
C: -0.45 -0.13 0.79
C: -0.03 -1.58 0.63
C: 0.33 -2.26 1.96
H: -1.90 2.00 -1.10
H: -1.12 3.66 -1.18
H: 0.77 3.01 0.14
H: 2.37 -0.18 -0.04
H: 2.21 1.52 -0.67
H: -0.36 0.34 1.78
H: -1.51 0.06 0.57
H: 0.72 -1.63 -0.18
H: -0.79 -2.17 0.11
H: 1.37 -2.52 2.13
H: -0.19 -3.21 2.04
H: 0.01 -1.61 2.78
O: -1.26 -0.49 -2.83
H: -0.74 -1.17 -2.38
H: -0.56 -0.07 -3.35

An isolated molecule of C5H9NO, computed with wB97M-V/def2-TZVPD.

Properties
Frontier orbital gap ... 11.1 eV
Relative energy (zero: lowest compared OMol25 entry of this formula, charge and spin) ... 1.697 eV
Lowest unoccupied orbital energy ... 0.9 eV
SMILES string ... COC[C@@H](C)C#N

Element x y z (Å)
C: -0.76 -2.36 -0.85
O: -0.23 -1.05 -0.99
C: -0.48 -0.24 0.13
C: 0.66 0.74 0.47
C: 0.88 1.93 -0.48
C: 0.30 1.24 1.81
N: -0.06 1.57 2.86
H: -1.14 -2.71 -1.81
H: -1.59 -2.40 -0.13
H: 0.02 -3.06 -0.50
H: -0.62 -0.87 1.02
H: -1.41 0.34 0.00
H: 1.60 0.18 0.57
H: 1.56 2.63 0.00
H: 1.32 1.61 -1.43
H: -0.05 2.46 -0.68

An isolated molecule of C6H9NS, computed with wB97M-V/def2-TZVPD.

Properties
Frontier orbital gap ... 9.5 eV
Relative energy (zero: lowest compared OMol25 entry of this formula, charge and spin) ... 2.975 eV
Lowest unoccupied orbital energy ... 0.9 eV
SMILES string ... N=C=CCC[C@H]1CS1

Element x y z (Å)
N: 0.05 -0.77 3.33
C: 0.35 -0.09 2.39
C: 0.65 0.42 1.23
C: -0.26 1.25 0.28
C: -0.02 0.73 -1.16
C: -0.41 -0.69 -1.56
C: -0.52 -1.80 -0.59
S: -2.09 -1.24 -1.25
H: 0.15 -0.45 4.31
H: 1.55 0.39 0.70
H: -1.27 1.20 0.41
H: -0.05 2.30 0.25
H: -0.37 1.59 -1.74
H: 1.04 0.84 -1.40
H: 0.05 -0.92 -2.65
H: -0.28 -1.54 0.36
H: -0.05 -2.76 -0.95

A structure of composition C26H32BrHfN6O3, computed with wB97M-V/def2-TZVPD.

Properties
Frontier orbital gap ... 7.0 eV
Relative energy (zero: lowest compared OMol25 entry of this formula, charge and spin) ... 0.299 eV
Charge ... -1
Lowest unoccupied orbital energy ... 2.6 eV

Element x y z (Å)
Hf: 0.09 1.39 0.53
C: 1.49 -2.79 0.30
C: 2.80 -2.15 0.76
C: 2.73 -0.64 1.04
N: 1.94 0.09 0.05
C: 2.46 0.20 -1.16
C: 3.81 -0.08 -1.47
C: 4.49 -0.22 -2.66
C: 4.01 -0.25 -3.96
C: 2.70 0.02 -4.33
C: 1.66 0.50 -3.57
C: 1.55 0.79 -2.18
N: 0.59 1.53 -1.69
C: -0.14 2.43 -2.57
C: -1.52 1.90 -2.93
C: -2.38 1.82 -1.67
N: -1.83 0.89 -0.69
C: -2.42 -0.27 -0.55
C: -3.32 -0.81 -1.52
C: -4.34 -1.73 -1.39
C: -4.78 -2.39 -0.24
C: -4.12 -2.38 0.98
C: -2.88 -1.89 1.31
C: -1.96 -1.07 0.61
N: -0.71 -0.84 0.96
C: -0.13 -1.68 1.98
C: 0.44 -2.98 1.39
H: 1.06 -2.18 -0.50
H: 1.71 -3.77 -0.13
H: 3.15 -2.65 1.66
H: 3.55 -2.33 -0.02
H: 2.27 -0.47 2.00
H: 3.74 -0.23 1.12
H: 4.45 -0.16 -0.60
H: 5.56 -0.39 -2.56
H: 4.71 -0.50 -4.75
H: 2.46 -0.11 -5.38
H: 0.74 0.68 -4.12
H: -0.25 3.37 -2.03
H: 0.44 2.63 -3.47
H: -1.99 2.58 -3.64
H: -1.44 0.91 -3.40
H: -2.41 2.81 -1.22
H: -3.41 1.55 -1.91
H: -3.19 -0.40 -2.51
H: -4.90 -1.93 -2.29
H: -5.70 -2.95 -0.31
H: -4.63 -2.90 1.78
H: -2.58 -2.12 2.33
H: 0.65 -1.13 2.49
H: -0.84 -1.96 2.76
H: 0.87 -3.57 2.21
H: -0.39 -3.55 0.97
N: 1.83 1.62 2.91
C: 1.13 1.07 4.07
C: -0.37 1.14 3.83
O: -1.14 0.99 4.79
N: -0.70 1.40 2.56
C: -2.09 1.75 2.34
C: -2.17 2.84 1.28
O: -3.22 3.41 1.04
O: -1.05 3.08 0.66
H: 2.83 1.53 2.99
H: 1.64 2.61 2.85
H: 1.32 1.62 5.00
H: 1.43 0.03 4.24
H: -2.56 2.08 3.27
H: -2.69 0.90 1.99
Br: 1.98 3.31 0.36

A cluster of 3 separate species, C17H40N4O7PS in total, computed with wB97M-V/def2-TZVPD.

Properties
Frontier orbital gap ... 8.4 eV
Charge ... +1
Lowest unoccupied orbital energy ... -2.8 eV

Element x y z (Å)
C: -3.56 5.08 2.62
C: -2.05 5.58 2.41
C: -1.20 4.57 1.60
C: -0.01 4.71 0.80
N: 0.28 3.40 0.35
P: 1.72 3.09 -0.68
O: 1.62 1.58 -1.39
O: 1.67 4.25 -1.88
C: -0.63 2.46 0.76
C: -0.74 0.94 0.51
C: -2.19 0.34 0.80
C: -3.08 0.22 -0.52
C: -3.94 1.52 -0.80
S: -5.63 1.06 -1.39
O: -5.67 -0.29 -1.95
O: -6.59 1.20 -0.29
O: -6.05 2.12 -2.58
N: -1.50 3.19 1.53
H: -3.67 4.52 3.59
H: -4.21 5.98 2.64
H: -3.86 4.34 1.82
H: -1.54 5.71 3.40
H: -2.13 6.54 1.84
H: 0.55 5.65 0.63
H: 2.52 1.19 -1.36
H: 1.52 3.81 -2.74
H: 0.02 0.43 1.17
H: -0.52 0.72 -0.57
H: -2.77 0.93 1.55
H: -2.06 -0.70 1.19
H: -3.82 -0.61 -0.31
H: -2.42 -0.06 -1.38
H: -3.51 2.17 -1.61
H: -4.10 2.11 0.14
H: -6.99 1.98 -2.83
H: -2.31 2.84 2.04
C: 0.49 -5.12 -2.60
C: -0.90 -4.50 -2.69
C: -0.89 -2.97 -2.73
O: -0.65 -2.35 -1.47
C: 0.70 -2.26 -1.09
N: -1.72 -5.01 -1.59
H: 0.92 -5.04 -1.60
H: 0.45 -6.19 -2.84
H: 1.18 -4.65 -3.31
H: -1.34 -4.85 -3.63
H: -1.88 -2.63 -3.04
H: -0.18 -2.59 -3.48
H: 1.37 -2.10 -1.94
H: 1.00 -3.16 -0.54
H: 0.81 -1.42 -0.41
H: -2.67 -4.68 -1.70
H: -1.41 -4.55 -0.74
C: 4.81 -2.39 0.07
C: 5.19 -1.05 0.68
C: 5.71 -1.16 2.13
O: 4.69 -1.35 3.10
C: 4.25 -2.69 3.24
N: 4.05 -0.13 0.58
H: 3.85 -2.76 0.45
H: 4.71 -2.30 -1.01
H: 5.57 -3.15 0.27
H: 6.01 -0.65 0.08
H: 6.18 -0.21 2.39
H: 6.48 -1.93 2.23
H: 5.06 -3.40 3.10
H: 3.43 -2.90 2.55
H: 3.86 -2.80 4.26
H: 4.34 0.79 0.90
H: 3.37 -0.42 1.28

Values for HOMO level, eV, ordered as above
-8.83, -10.25, -8.54, -4.46, -11.17